1.
ORCA calculation (ωB97M-V with the def2-TZVPD basis set) on a structure of composition C20H15F10GaN5 in a non-equilibrium geometry.

```
51
Properties=species:S:1:pos:R:3
Ga -0.402 -0.536 0.282
C -1.535 -1.480 3.026
N -0.450 -0.677 2.426
C -0.583 0.728 2.879
C -0.021 1.745 1.893
N -0.430 1.372 0.543
C -0.297 2.271 -0.492
C -0.524 1.827 -1.800
F -0.887 0.516 -1.916
C -0.387 2.581 -2.942
F -0.627 2.041 -4.130
C -0.002 3.905 -2.818
F 0.169 4.666 -3.890
C 0.188 4.417 -1.545
F 0.522 5.691 -1.400
C 0.033 3.631 -0.413
F 0.214 4.231 0.773
C 0.853 -1.288 2.784
C 1.942 -1.001 1.755
N 1.363 -1.228 0.439
C 2.134 -1.291 -0.702
C 3.492 -0.987 -0.833
F 4.220 -0.651 0.241
C 4.114 -0.975 -2.073
F 5.388 -0.621 -2.151
C 3.425 -1.304 -3.228
F 4.029 -1.248 -4.409
C 2.100 -1.698 -3.130
F 1.418 -2.075 -4.204
C 1.509 -1.703 -1.888
F 0.208 -2.104 -1.755
H -1.451 -1.493 4.115
H -1.486 -2.503 2.655
H -2.502 -1.059 2.757
H -0.111 0.863 3.856
H -1.648 0.929 2.992
H 1.070 1.816 1.968
H -0.429 2.711 2.180
H 0.704 -2.368 2.803
H 1.169 -0.971 3.780
H 2.757 -1.701 1.938
H 2.347 0.010 1.863
N -3.957 -2.479 -0.478
C -4.393 -1.210 -0.185
C -3.278 -0.483 0.075
N -2.181 -1.312 -0.056
C -2.625 -2.510 -0.394
H -4.551 -3.257 -0.719
H -5.431 -0.930 -0.195
H -3.173 0.561 0.319
H -2.004 -3.367 -0.595
```

The calculation puts the orbital gap at 8.042 eV. For the total energy, the calculation gives -107978.568 eV. Its total charge is +1.

2.
ORCA calculation (ωB97M-V with the def2-TZVPD basis set) on a cluster of 3 separate species, C20H15F13O10S in total in a non-equilibrium geometry.

```
59
Properties=species:S:1:pos:R:3
O 0.832 -1.697 -0.775
C 0.640 -2.176 -1.819
O -0.583 -2.562 -2.205
C -0.806 -2.402 -3.610
C -0.772 -0.917 -4.046
C -1.586 0.005 -3.116
C -3.103 0.043 -3.448
F -3.351 1.296 -3.884
F -3.339 -0.757 -4.516
C -3.993 -0.318 -2.237
F -3.450 -1.225 -1.441
F -4.073 0.806 -1.503
C -5.499 -0.671 -2.603
F -5.816 0.055 -3.662
F -6.211 -0.291 -1.548
C -5.704 -2.208 -2.756
F -5.785 -2.697 -1.536
F -4.673 -2.822 -3.299
S -7.256 -2.759 -3.680
F -7.841 -3.475 -2.374
F -8.060 -1.461 -3.264
F -6.726 -2.127 -5.026
F -6.552 -4.150 -4.035
F -8.533 -3.260 -4.475
H 1.494 -2.287 -2.517
H -0.128 -3.016 -4.222
H -1.819 -2.774 -3.808
H 0.283 -0.612 -3.923
H -0.984 -0.797 -5.112
H -1.390 -0.269 -2.074
H -1.182 1.016 -3.242
O -0.241 0.111 5.816
C 0.395 -0.175 4.816
C -0.133 -1.012 3.749
C 0.620 -1.306 2.678
O 0.163 -2.066 1.687
C 2.026 -0.791 2.546
O 2.680 -1.099 1.570
C 2.544 0.068 3.609
C 1.786 0.360 4.670
O 2.223 1.145 5.663
H -1.144 -1.378 3.859
H 0.890 -2.130 1.030
H 3.550 0.448 3.496
H 1.487 1.194 6.303
O 7.037 6.200 3.401
C 6.747 5.021 3.322
C 7.300 4.004 4.208
C 6.954 2.720 4.059
O 7.435 1.759 4.850
C 6.001 2.283 2.988
O 5.735 1.098 2.886
C 5.431 3.302 2.116
C 5.774 4.587 2.268
O 5.273 5.551 1.493
H 7.987 4.331 4.975
H 7.032 0.927 4.533
H 4.731 2.976 1.359
H 5.682 6.382 1.806
```

The calculation puts the orbital gap at 7.716 eV. For the total energy, the calculation gives -87617.432 eV. Its total charge is 0. As for the SMILES: O=COCCCC(F)(F)C(F)(F)C(F)(F)C(F)(F)S(F)(F)(F)(F)F.O=C1C=C(O)C(=O)C=C1O.O=C1C=C(O)C(=O)C=C1O.

- Look up the orbital gap of the second one.
  7.716 eV